*1*
Formula: C2H14O4S
Source: the Open Molecules 2025 dataset
Level of theory: ωB97M-V/def2-TZVPD

Each atom is followed by the atoms it is bonded to, with distances in Å.
Cartesian coordinates (Å):
1 C -3.29888 -4.11544 1.71814  C2 1.520, H4 1.089, H5 1.088, H6 1.086
2 C -2.49627 -3.00777 1.05495  C1 1.520, S3 1.853, H7 1.090, H8 1.079
3 S -3.52898 -1.80789 0.09124  C2 1.853, H9 1.337
4 H -3.68431 -3.80391 2.68784  C1 1.089
5 H -2.65558 -4.97973 1.86741  C1 1.088
6 H -4.02378 -4.50710 1.01045  C1 1.086
7 H -1.95271 -2.36602 1.74799  C2 1.090
8 H -1.81715 -3.42886 0.33018  C2 1.079
9 H -4.69284 -2.43221 0.30138  S3 1.337
10 O 1.94782 3.70666 -3.28289  H11 0.964, H12 0.961
11 H 1.31688 3.82102 -2.56285  O10 0.964
12 H 1.41258 3.54409 -4.06448  O10 0.961
13 O 1.24695 5.00324 -0.08731  H14 0.964, H15 0.965
14 H 1.78332 4.65425 -0.80889  O13 0.964
15 H 1.71517 4.62690 0.66799  O13 0.965
16 O 2.30035 1.86669 -1.12726  H17 0.967, H18 0.964
17 H 2.33300 0.95031 -1.43358  O16 0.967
18 H 3.09228 2.27377 -1.49593  O16 0.964
19 O 3.71172 0.16931 1.49650  H20 0.964, H21 0.970
20 H 4.16465 -0.59448 1.12150  O19 0.964
21 H 3.12580 0.42716 0.76763  O19 0.970

For the LUMO energy, the calculation gives 0.265 eV. Its spin multiplicity is 1. Its SMILES is CCS.O.O.O.O. The calculation puts the highest occupied orbital energy at -9.0 eV. As for the total charge: 0.

*2*
Formula: C2H14O4S
Source: the Open Molecules 2025 dataset
Level of theory: ωB97M-V/def2-TZVPD

Each atom is followed by the atoms it is bonded to, with distances in Å.
Cartesian coordinates (Å):
1 C -2.17640 0.15290 -0.32554  C2 1.519, H4 1.100, H5 1.090, H6 1.084
2 C -1.02557 1.11026 -0.58176  C1 1.519, S3 1.808, H7 1.089, H8 1.088
3 S -0.61493 1.10602 -2.34276  C2 1.808, H9 1.342
4 H -2.19448 -0.10966 0.74287  C1 1.100
5 H -3.19017 0.52019 -0.48297  C1 1.090
6 H -1.97602 -0.81032 -0.78172  C1 1.084
7 H -0.19581 0.70987 -0.00202  C2 1.089
8 H -1.21729 2.11362 -0.20817  C2 1.088
9 H -1.77693 0.59413 -2.77592  S3 1.342
10 O 1.94166 1.34712 1.58595  H11 0.958, H12 0.984
11 H 2.70106 1.47774 2.15513  O10 0.958
12 H 1.42807 0.61089 1.98791  O10 0.984
13 O 0.18188 -1.81961 -0.26990  H14 0.964, H15 0.982
14 H 0.10985 -2.63350 -0.78219  O13 0.964
15 H 0.76657 -1.25869 -0.82526  O13 0.982
16 O 0.27968 -0.96981 2.30044  H17 0.959, H18 0.967
17 H -0.18402 -1.60170 2.85344  O16 0.959
18 H 0.44775 -1.43286 1.46874  O16 0.967
19 O 2.48361 0.00901 -1.21204  H20 0.955, H21 0.977
20 H 2.37081 0.71151 -0.57553  O19 0.955
21 H 1.84069 0.17291 -1.92872  O19 0.977

For the LUMO energy, the calculation gives 0.508 eV. Its spin multiplicity is 1. Its SMILES is CCS.O.O.O.O. The calculation puts the highest occupied orbital energy at -9.2 eV. As for the total charge: 0.

Last place for stability: *1*

*1*
Formula: CHCl3NOP
Source: the Open Molecules 2025 dataset
Level of theory: ωB97M-V/def2-TZVPD

Each atom is followed by the atoms it is bonded to, with distances in Å.
Cartesian coordinates (Å):
1 O 0.96222 0.67588 -0.58423  P2 1.455
2 P 0.36529 -0.60528 -0.93022  O1 1.455, Cl3 1.932, Cl4 1.986, Cl5 1.987
3 Cl -0.88525 -0.37586 -2.38429  P2 1.932
4 Cl -0.61611 -1.76471 0.34982  P2 1.986
5 Cl 1.78864 -1.80437 -1.62523  P2 1.987
6 C -0.51075 1.26289 1.73616  N7 1.138, H8 1.054
7 N -1.60633 1.46395 1.96907  C6 1.138
8 H 0.50228 1.14750 1.46891  C6 1.054

For the LUMO energy, the calculation gives -0.044 eV. Its spin multiplicity is 1. Its SMILES is O=P(Cl)(Cl)Cl.C#N. The calculation puts the highest occupied orbital energy at -11.9 eV. As for the total charge: 0.

*2*
Formula: CHCl3NOP
Source: the Open Molecules 2025 dataset
Level of theory: ωB97M-V/def2-TZVPD

Each atom is followed by the atoms it is bonded to, with distances in Å.
Cartesian coordinates (Å):
1 O 0.89457 1.58489 0.29900  C2 1.194
2 C -0.24866 1.87645 0.48475  O1 1.194, N3 1.764, H8 1.167
3 N -1.38762 1.15466 -0.65180  C2 1.764, P4 1.539
4 P -2.50254 0.17844 -0.23821  N3 1.539, Cl5 2.022, Cl6 2.011, Cl7 2.098
5 Cl -4.13700 0.49580 -1.38528  P4 2.022
6 Cl -3.25395 0.24952 1.62529  P4 2.011
7 Cl -2.01655 -1.86047 -0.13959  P4 2.098
8 H -0.76927 2.51324 1.31194  C2 1.167

For the LUMO energy, the calculation gives -0.543 eV. Its spin multiplicity is 1. Its SMILES is O=CN=P(Cl)(Cl)Cl. The calculation puts the highest occupied orbital energy at -10.1 eV. As for the total charge: 0.

Last place for stability: *2*

*1*
Formula: C4H9O2
Source: the Open Molecules 2025 dataset
Level of theory: ωB97M-V/def2-TZVPD

Each atom is followed by the atoms it is bonded to, with distances in Å.
Cartesian coordinates (Å):
1 O 0.91582 0.09072 1.85741  C2 1.354
2 C -0.04312 1.01556 1.61383  O1 1.354, C3 1.584, H7 1.197, H8 1.103
3 C -0.45592 1.19185 0.09518  C2 1.584, C4 1.559, H9 1.112, H10 1.097
4 C -0.57196 -0.15114 -0.68734  C3 1.559, C5 1.498, H11 1.113, H12 1.097
5 C 0.63267 -1.03801 -0.61130  C4 1.498, O6 1.540, H13 1.076, H14 1.096
6 O 0.54778 -2.30601 -1.48144  C5 1.540, H15 0.968
7 H -1.00699 0.45890 2.05328  C2 1.197
8 H -0.07965 1.88254 2.29417  C2 1.103
9 H -1.38558 1.79946 0.14180  C3 1.112
10 H 0.30745 1.80908 -0.39455  C3 1.097
11 H -1.48285 -0.68422 -0.33357  C4 1.113
12 H -0.65032 0.15667 -1.73705  C4 1.097
13 H 0.57475 -1.66222 0.26369  C5 1.076
14 H 1.57589 -0.54275 -0.86803  C5 1.096
15 H 1.12205 -2.02044 -2.20606  O6 0.968

For the LUMO energy, the calculation gives 3.886 eV. Its spin multiplicity is 1. Its SMILES is [O-]CCCCO. The calculation puts the highest occupied orbital energy at -2.0 eV. As for the total charge: -1.

*2*
Formula: C4H9O2
Source: the Open Molecules 2025 dataset
Level of theory: ωB97M-V/def2-TZVPD

Each atom is followed by the atoms it is bonded to, with distances in Å.
Cartesian coordinates (Å):
1 C -0.70919 -0.57505 2.76635  C2 1.547, H5 1.094, H6 1.086, H7 1.094
2 C -1.10812 -1.76000 1.85573  C1 1.547, O3 1.258, O4 1.262
3 O -0.52039 -1.85748 0.74803  C2 1.258
4 O -2.08082 -2.44804 2.27058  C2 1.262
5 H -0.41912 -0.98794 3.73667  C1 1.094
6 H -1.55186 0.10293 2.66483  C1 1.086
7 H 0.21177 -0.09855 2.41638  C1 1.094
8 C 1.14501 1.18626 -1.40607  C9 1.548, H10 1.082, H11 1.097, H12 1.088
9 C 0.44744 0.72113 -2.70682  C8 1.548, H13 1.091, H14 1.097, H15 1.083
10 H 1.57522 0.43246 -0.76063  C8 1.082
11 H 1.90809 1.89566 -1.74810  C8 1.097
12 H 0.41360 1.78234 -0.86338  C8 1.088
13 H 1.08861 0.10642 -3.34075  C9 1.091
14 H -0.31816 0.00318 -2.38713  C9 1.097
15 H -0.08207 1.49667 -3.24569  C9 1.083

For the LUMO energy, the calculation gives 3.776 eV. Its spin multiplicity is 1. The calculation puts the highest occupied orbital energy at -3.7 eV. As for the total charge: -1.

Last place for stability: *1*

*1*
Formula: C4H9O2
Source: the Open Molecules 2025 dataset
Level of theory: ωB97M-V/def2-TZVPD

Each atom is followed by the atoms it is bonded to, with distances in Å.
Cartesian coordinates (Å):
1 O 0.74712 -0.03192 2.80501  C2 1.331
2 C -0.00358 -0.59147 1.85897  O1 1.331, C3 1.581, H7 1.105, H8 1.136
3 C 0.08665 0.19146 0.48861  C2 1.581, C4 1.557, H9 1.090, H10 1.087
4 C 0.03456 -0.74576 -0.75358  C3 1.557, C5 1.550, H11 1.092, H12 1.094
5 C -0.37947 -0.08676 -2.09361  C4 1.550, O6 1.393, H13 1.094, H14 1.106
6 O -0.35428 1.30606 -2.11004  C5 1.393, H15 0.940
7 H 0.14544 -1.65996 1.62149  C2 1.105
8 H -1.11118 -0.52114 2.10358  C2 1.136
9 H -0.70263 0.94273 0.47575  C3 1.090
10 H 1.08600 0.61934 0.48585  C3 1.087
11 H 1.04859 -1.14948 -0.80104  C4 1.092
12 H -0.61917 -1.60881 -0.60016  C4 1.094
13 H 0.27501 -0.44318 -2.89516  C5 1.094
14 H -1.35828 -0.48341 -2.42198  C5 1.106
15 H -0.73497 1.67537 -1.33439  O6 0.940

For the LUMO energy, the calculation gives 3.726 eV. Its spin multiplicity is 1. Its SMILES is [O-]CCCCO. The calculation puts the highest occupied orbital energy at -2.2 eV. As for the total charge: -1.

*2*
Formula: C4H9O2
Source: the Open Molecules 2025 dataset
Level of theory: ωB97M-V/def2-TZVPD

Each atom is followed by the atoms it is bonded to, with distances in Å.
Cartesian coordinates (Å):
1 C -0.71249 1.11759 0.97300  C2 1.554, H5 1.094, H6 1.087, H7 1.095
2 C -1.13615 -0.18206 1.71287  C1 1.554, O3 1.252, O4 1.249
3 O -0.65054 -0.29597 2.86077  C2 1.252
4 O -1.84807 -0.98447 1.07336  C2 1.249
5 H 0.20251 0.84603 0.43866  C1 1.094
6 H -0.53236 1.94251 1.65696  C1 1.087
7 H -1.39889 1.51914 0.21974  C1 1.095
8 C 1.70153 -0.34410 -3.32253  C9 1.528, H10 1.091, H11 1.084, H12 1.086
9 C 1.78351 0.45973 -2.02558  C8 1.528, H13 1.093, H14 1.096, H15 1.092
10 H 2.49620 -0.06561 -4.01664  C8 1.091
11 H 1.77060 -1.40400 -3.10540  C8 1.084
12 H 0.76223 -0.13854 -3.82754  C8 1.086
13 H 2.23575 -0.07870 -1.18902  C9 1.093
14 H 0.79159 0.69942 -1.62561  C9 1.096
15 H 2.24009 1.44906 -2.09690  C9 1.092

For the LUMO energy, the calculation gives 3.558 eV. Its spin multiplicity is 1. The calculation puts the highest occupied orbital energy at -3.8 eV. As for the total charge: -1.

*3*
Formula: C4H9O2
Source: the Open Molecules 2025 dataset
Level of theory: ωB97M-V/def2-TZVPD

Each atom is followed by the atoms it is bonded to, with distances in Å.
Cartesian coordinates (Å):
1 C -0.31180 -0.41500 1.88567  C2 1.539, H5 1.023, H6 1.147, H7 1.110
2 C -0.66709 -1.85794 2.28720  C1 1.539, O3 1.254, O4 1.241
3 O -1.68052 -2.46948 1.87439  C2 1.254
4 O 0.24051 -2.45845 2.88397  C2 1.241
5 H -0.07450 0.12790 2.71999  C1 1.023
6 H -1.23105 0.14038 1.48324  C1 1.147
7 H 0.56790 -0.51603 1.21658  C1 1.110
8 C 1.06030 0.69670 -2.13480  C9 1.498, H10 1.057, H11 1.122, H12 1.139
9 C -0.15895 1.26127 -1.47166  C8 1.498, H13 1.102, H14 1.177, H15 1.096
10 H 0.76750 0.06649 -2.93163  C8 1.057
11 H 1.90060 1.41179 -2.34099  C8 1.122
12 H 1.56090 -0.09428 -1.48509  C8 1.139
13 H -0.56812 0.70863 -0.61067  C9 1.102
14 H -1.08526 1.08800 -2.17747  C9 1.177
15 H -0.32042 2.31001 -1.19875  C9 1.096

For the LUMO energy, the calculation gives 3.619 eV. Its spin multiplicity is 1. The calculation puts the highest occupied orbital energy at -3.4 eV. As for the total charge: -1.

Last place for stability: *1*